# C20H53ClO11

A 8-piece molecular cluster, C20H53ClO11 overall (ωB97M-V/def2-TZVPD, OMol25).

```
85
C20H53ClO11 | OMol25 | ωB97M-V/def2-TZVPD
C 0.498 0.967 -0.064
C 0.954 -0.359 -0.680
C 2.447 -0.343 -0.952
Cl 3.014 -2.007 -1.364
O 3.142 0.122 0.184
C 4.306 0.800 -0.059
O 4.320 1.975 -0.301
O 5.398 0.022 0.037
C 6.142 0.210 1.255
C 5.378 -0.222 2.496
O 5.654 -1.605 2.794
H 0.963 1.057 0.916
H 0.841 1.821 -0.655
H -0.588 0.998 0.004
H 0.772 -1.155 0.049
H 0.420 -0.619 -1.593
H 2.689 0.264 -1.827
H 7.018 -0.433 1.175
H 6.511 1.238 1.332
H 5.735 0.346 3.356
H 4.302 -0.104 2.380
H 5.136 -2.139 2.182
C 2.300 -0.370 4.795
C 1.229 -1.287 4.234
O 0.312 -0.599 3.386
H 1.846 0.449 5.354
H 2.979 -0.913 5.454
H 2.888 0.074 3.991
H 0.630 -1.714 5.037
H 1.688 -2.115 3.681
H 0.813 -0.223 2.657
C -4.622 0.903 -1.961
C -3.112 1.061 -1.924
O -2.452 -0.172 -2.188
H -4.936 0.164 -1.221
H -5.123 1.849 -1.750
H -4.951 0.555 -2.938
H -2.782 1.393 -0.939
H -2.792 1.809 -2.660
H -2.731 -0.464 -3.067
C -7.649 -1.585 -3.062
C -7.041 -1.793 -4.434
O -5.706 -2.295 -4.350
H -7.037 -0.895 -2.482
H -8.658 -1.178 -3.143
H -7.704 -2.530 -2.515
H -6.973 -0.846 -4.965
H -7.655 -2.478 -5.029
H -5.738 -3.135 -3.882
C -7.274 3.803 -4.947
C -7.264 2.301 -5.157
O -7.117 1.588 -3.930
H -6.357 4.122 -4.451
H -7.360 4.331 -5.897
H -8.114 4.099 -4.314
H -6.417 2.007 -5.775
H -8.180 1.981 -5.666
H -7.861 1.817 -3.364
C 8.253 -1.220 5.888
C 6.922 -1.750 6.389
O 5.822 -1.046 5.829
H 8.349 -0.159 6.120
H 9.088 -1.756 6.344
H 8.325 -1.334 4.803
H 6.844 -1.626 7.469
H 6.831 -2.819 6.166
H 5.870 -1.155 4.872
C -1.918 -4.356 -4.625
C -2.118 -3.156 -3.719
O -2.754 -2.077 -4.397
H -1.324 -4.080 -5.496
H -1.411 -5.165 -4.097
H -2.879 -4.733 -4.985
H -1.159 -2.774 -3.372
H -2.705 -3.435 -2.837
H -3.622 -2.378 -4.694
C 2.144 3.955 3.486
C 3.644 4.080 3.679
O 4.319 2.857 3.393
H 1.744 3.162 4.120
H 1.638 4.889 3.732
H 1.909 3.702 2.449
H 3.881 4.316 4.715
H 4.046 4.881 3.050
H 4.132 2.631 2.475
```

Output
E_tot ... -56642.655 eV
E_LUMO ... 0.62 eV
Kohn-Sham gap ... 10.39 eV